# 1
# C2H13NO4

A cluster of 5 separate species, C2H13NO4 in total in a non-equilibrium geometry (ωB97M-V with the def2-TZVPD basis set, the OMol25 dataset).

Positions of all 20 atoms, in Å:
C 0.980 0.963 -2.928
N 1.009 0.266 -1.790
C -0.234 -0.322 -1.273
H 1.958 1.019 -3.499
H 0.217 1.690 -3.228
H -0.222 -1.466 -1.367
H -1.179 0.155 -1.662
H -0.084 -0.194 -0.178
O -2.229 0.239 2.217
H -2.630 0.701 2.928
H -1.285 0.199 2.272
O 0.514 -1.376 2.897
H 0.249 -2.182 2.497
H 1.322 -1.185 2.400
O -1.855 2.461 0.505
H -1.886 3.425 0.818
H -2.486 2.095 1.161
O 2.846 -2.076 -0.304
H 2.046 -1.630 -0.581
H 2.948 -2.783 -0.887

The SMILES is C=NC.O.O.O.O. The HOMO energy is -9.40 eV. The value obtained for the LUMO energy is 0.6 eV.

***

# 2
# C2H13NO4

A cluster of 4 separate species, C2H13NO4 in total in a non-equilibrium geometry (ωB97M-V with the def2-TZVPD basis set, the OMol25 dataset).

Positions of all 20 atoms, in Å:
C 0.232 1.155 -1.967
N -1.095 0.573 -1.919
C -1.296 -0.542 -1.096
O -0.457 -1.695 -1.366
H 0.906 0.766 -2.734
H 0.722 0.926 -1.017
H 0.219 2.243 -2.026
H -1.557 0.623 -2.810
H -1.029 -0.329 -0.063
H -2.349 -0.820 -1.161
H -0.615 -1.976 -2.302
O -2.362 1.768 1.087
H -3.259 2.044 0.909
H -2.283 1.898 2.013
O -0.941 -3.247 1.222
H -0.587 -2.519 0.691
H -1.824 -2.972 1.450
O 6.180 0.884 3.580
H 5.635 0.260 3.066
H 5.759 0.962 4.441

The SMILES is CNCO.O.O.O. The HOMO energy is -9.05 eV. The value obtained for the LUMO energy is 0.6 eV.

***

# 3
# C2H13NO4

A structure of composition C2H13NO4 in a non-equilibrium geometry (ωB97M-V with the def2-TZVPD basis set, the OMol25 dataset).

Positions of all 20 atoms, in Å:
C 1.049 -0.176 0.832
O 0.158 -2.200 -2.762
C 0.662 0.096 -0.681
N 0.711 1.534 -1.050
H 0.095 -0.023 1.535
H 1.852 0.417 1.188
H 1.327 -1.276 0.988
H 1.315 -0.434 -1.370
H -0.314 -0.335 -0.891
H 0.284 2.179 -0.274
H 0.190 1.593 -1.901
H -1.864 1.727 2.202
H 0.665 -3.487 -0.312
O -1.103 1.967 0.888
H 0.232 -2.293 -1.696
H 0.153 -3.028 -3.174
O 0.652 -2.598 -0.617
H -2.086 2.256 3.548
H -1.702 2.607 0.464
O -2.276 1.475 3.083

The HOMO energy is -9.08 eV. The value obtained for the LUMO energy is -5.7 eV.

***

# 4
# C2H13NO4

A cluster of 5 separate species, C2H13NO4 in total in a non-equilibrium geometry (ωB97M-V with the def2-TZVPD basis set, the OMol25 dataset).

Positions of all 20 atoms, in Å:
C 1.559 2.024 0.874
C 0.468 1.755 0.027
N 0.211 2.525 -1.034
H 2.474 2.542 0.595
H 1.550 1.883 2.050
H -0.357 1.264 0.409
H 0.651 3.446 -1.325
H -0.596 2.468 -1.582
O 2.498 -2.262 1.640
H 2.830 -1.622 0.982
H 3.216 -2.363 2.189
O -1.953 -3.889 -0.046
H -1.013 -3.877 -0.315
H -1.754 -3.593 0.901
O -2.846 1.403 -1.164
H -3.163 0.624 -0.632
H -3.528 1.262 -1.928
O -0.434 -1.223 -0.385
H 0.362 -0.977 0.084
H -0.173 -1.388 -1.341

The SMILES is C=CN.O.O.O.O. The HOMO energy is -7.61 eV. The value obtained for the LUMO energy is 0.6 eV.

***

# 5
# C2H13O5

A structure of composition C2H13O5 in a non-equilibrium geometry (ωB97M-V with the def2-TZVPD basis set, the OMol25 dataset).

Positions of all 20 atoms, in Å:
C -1.371 0.117 -1.884
O -1.308 -1.119 -2.624
C -1.705 -0.190 -0.400
H -2.283 0.594 -2.252
H -0.518 0.738 -2.095
H -0.927 -0.868 -0.089
H -2.661 -0.684 -0.251
H -1.581 0.735 0.137
H 1.761 2.020 0.697
H 1.757 0.693 1.481
O 1.697 1.712 1.613
H 0.810 1.637 3.137
H -0.670 1.775 2.713
O -0.113 1.524 3.454
H 1.489 -1.275 -0.336
H 1.576 -1.126 1.380
O 1.930 -0.620 0.631
H -0.577 -1.677 -2.215
H 1.700 -2.102 -1.864
O 0.994 -1.884 -1.234

The HOMO energy is -5.37 eV. The charge is -1. The value obtained for the LUMO energy is 3.8 eV.

***

# 6
# C2H14Cl4O5

A cluster of 7 separate species, C2H14Cl4O5 in total (ωB97M-V with the def2-TZVPD basis set, the OMol25 dataset).

Positions of all 25 atoms, in Å:
Cl 3.509 -0.062 1.954
C 3.189 1.173 0.720
Cl 3.692 0.575 -0.873
H 2.130 1.404 0.680
H 3.757 2.057 0.981
Cl 1.482 -2.568 -1.123
C 2.457 -3.304 0.175
Cl 3.401 -4.662 -0.528
H 3.104 -2.514 0.534
H 1.818 -3.691 0.957
O -1.984 0.578 -2.131
H -2.324 -0.298 -2.364
H -1.575 0.915 -2.940
O -1.548 2.194 1.840
H -0.725 1.850 1.476
H -2.127 2.321 1.061
O -3.044 -0.987 0.914
H -2.203 -0.510 0.880
H -2.793 -1.917 0.962
O -3.158 2.595 -0.509
H -2.805 1.910 -1.113
H -4.090 2.376 -0.395
O -0.004 0.383 -0.046
H -0.820 0.292 -0.571
H 0.662 -0.109 -0.541

The SMILES is ClCCl.ClCCl.O.O.O.O.O. The HOMO energy is -10.34 eV. The value obtained for the LUMO energy is -0.2 eV.

***

# 7
# C2H14N2O3

A cluster of 4 separate species, C2H14N2O3 in total in a non-equilibrium geometry (ωB97M-V with the def2-TZVPD basis set, the OMol25 dataset).

Positions of all 21 atoms, in Å:
N -3.009 -0.847 -3.011
C -2.318 -0.159 -1.915
C -2.089 -1.151 -0.782
N -1.297 -0.482 0.280
H -3.103 -0.250 -3.812
H -2.438 -1.624 -3.321
H -1.388 0.343 -2.209
H -2.961 0.630 -1.511
H -1.484 -2.003 -1.072
H -3.057 -1.402 -0.392
H -1.095 -1.122 1.040
H -1.756 0.326 0.683
O 0.888 1.713 -0.363
H 0.223 1.013 -0.356
H 0.449 2.565 -0.451
O 1.749 2.514 3.279
H 2.517 2.298 3.820
H 1.901 2.011 2.469
O 4.725 -1.873 1.665
H 4.436 -2.733 2.012
H 5.601 -1.845 2.081

The SMILES is NCCN.O.O.O. The HOMO energy is -9.55 eV. The value obtained for the LUMO energy is 0.8 eV.

***

# 8
# C2H14N2O3

A cluster of 4 separate species, C2H14N2O3 in total in a non-equilibrium geometry (ωB97M-V with the def2-TZVPD basis set, the OMol25 dataset).

Positions of all 21 atoms, in Å:
C 2.392 0.035 1.671
N 1.052 -0.498 1.473
C 0.408 -0.099 0.238
N -1.026 0.015 0.441
H 2.937 -0.521 2.437
H 2.410 1.101 1.876
H 2.939 -0.269 0.758
H 0.420 -0.409 2.246
H 0.839 0.837 -0.173
H 0.589 -0.859 -0.505
H -1.279 0.725 1.112
H -1.487 0.101 -0.449
O -4.366 2.490 -2.995
H -4.205 3.376 -3.328
H -3.930 2.443 -2.132
O -4.685 -2.689 -2.312
H -4.953 -1.761 -2.279
H -3.771 -2.587 -2.614
O 6.520 0.300 2.018
H 5.928 -0.468 2.039
H 6.214 0.805 2.782

The SMILES is CNCN.O.O.O. The HOMO energy is -8.65 eV. The value obtained for the LUMO energy is 0.3 eV.

***

# 9
# C2H14N4O5

A cluster of 5 separate species, C2H14N4O5 in total in a non-equilibrium geometry (ωB97M-V with the def2-TZVPD basis set, the OMol25 dataset).

Positions of all 25 atoms, in Å:
N 5.892 -13.065 -20.593
C 5.300 -14.049 -21.231
N 5.092 -15.024 -20.405
O 4.922 -13.996 -22.388
H 6.073 -13.093 -19.600
H 6.011 -12.216 -21.127
H 4.475 -15.767 -20.701
H 5.403 -15.036 -19.445
N 8.271 -14.064 -12.440
C 8.037 -12.964 -11.694
N 9.161 -12.410 -11.286
O 6.945 -12.518 -11.381
H 9.222 -14.362 -12.604
H 7.564 -14.753 -12.653
H 8.994 -11.717 -10.570
H 10.005 -12.962 -11.325
O 6.089 -17.190 -14.837
H 6.805 -17.825 -14.802
H 5.296 -17.718 -14.741
O 6.887 -13.856 -16.588
H 7.688 -13.629 -16.116
H 6.511 -14.580 -16.087
O 4.308 -10.834 -14.435
H 4.647 -10.072 -14.905
H 4.267 -11.525 -15.096

The SMILES is NC(N)=O.NC(N)=O.O.O.O. The HOMO energy is -9.68 eV. The value obtained for the LUMO energy is 0.1 eV.

***

# 10
# C2H14NO3

A cluster of 4 separate species, C2H14NO3 in total in a non-equilibrium geometry (ωB97M-V with the def2-TZVPD basis set, the OMol25 dataset).

Positions of all 20 atoms, in Å:
C -1.730 1.215 1.401
C -0.500 1.495 0.537
N 0.085 0.200 0.019
H -1.977 2.101 1.986
H -2.605 1.036 0.777
H -1.600 0.428 2.133
H -0.911 1.966 -0.354
H 0.257 2.096 1.008
H 0.190 -0.463 0.786
H 1.009 0.441 -0.342
H -0.554 -0.221 -0.661
H -1.294 -1.709 -2.947
H -2.460 -0.673 -2.809
O -1.740 -1.111 -2.342
H 3.224 0.321 1.526
H 2.201 0.541 2.617
O 2.300 0.149 1.741
H 2.546 -2.008 -1.690
H 1.813 -3.314 -1.939
O 1.745 -2.489 -1.446

The HOMO energy is -14.97 eV. The charge is +1. The value obtained for the LUMO energy is -2.9 eV.

***

# 11
# C2H14NO4

A cluster of 5 separate species, C2H14NO4 in total in a non-equilibrium geometry (ωB97M-V with the def2-TZVPD basis set, the OMol25 dataset).

Positions of all 21 atoms, in Å:
C -1.683 1.207 0.801
C -2.710 0.513 0.374
N -0.481 1.357 -0.098
H -1.440 1.809 1.720
H -3.469 0.174 1.056
H -2.680 0.139 -0.652
H -0.333 2.086 -0.839
H 0.458 1.462 0.408
H -0.377 0.407 -0.505
H 2.221 0.998 2.103
H 0.978 0.870 3.098
O 1.286 1.209 2.265
H 2.174 0.565 -2.430
H 2.690 1.784 -1.707
O 1.948 1.162 -1.718
H -1.213 -1.540 -1.904
H -1.168 -2.468 -0.919
O -0.620 -1.664 -1.107
H 2.041 -3.513 0.575
H 1.134 -2.931 -0.588
O 1.242 -3.625 0.068

The HOMO energy is -13.97 eV. The charge is +1. The value obtained for the LUMO energy is -3.0 eV.

***

# 12
# C2H14NO4

A cluster of 4 separate species, C2H14NO4 in total in a non-equilibrium geometry (ωB97M-V with the def2-TZVPD basis set, the OMol25 dataset).

Positions of all 21 atoms, in Å:
C 0.337 -1.380 1.535
O 1.174 -0.305 1.057
C -1.098 -1.021 1.093
N -1.089 -0.521 -0.369
H 0.367 -1.355 2.608
H 0.765 -2.294 1.045
H 1.676 0.061 1.912
H -1.883 -1.830 1.286
H -1.346 -0.095 1.662
H -0.317 -0.811 -0.918
H -1.022 0.557 -0.509
H -1.976 -0.707 -0.780
H 0.622 -1.110 -2.990
H 1.862 -1.812 -2.364
O 0.907 -1.650 -2.165
H 0.539 1.955 1.596
H 0.701 3.269 0.959
O 0.181 2.444 0.873
H 0.183 2.788 -1.357
H -0.072 1.672 -2.477
O -0.511 2.146 -1.699

The HOMO energy is -14.63 eV. The charge is +1. The value obtained for the LUMO energy is -3.1 eV.

***

The following energy relative to the best compared isomer or geometry (same formula, charge and spin) values (in kJ/mol) correspond, in order, to the records above: 239.79 118.41 932.39 259.30 59.69 13.71 87.22 151.72 109.20 48.03 152.25 124.02.